<a>
# C3H6INO2S

One molecule with the formula C3H6INO2S (ωB97M-V/def2-TZVPD, OMol25).

Each line ends with the Löwdin charge.
Cartesian coordinates (Å):
O (2.170, -0.556, -0.310)  0.0650
H (-0.241, -1.257, 1.840)  0.0524
O (-1.907, 1.931, 0.458)  -0.5307
S (-1.516, 0.560, 0.704)  0.6049
H (0.307, 2.360, -0.746)  0.0732
H (-0.177, -2.224, 0.392)  0.0646
I (-3.677, -0.814, 0.307)  0.2950
C (0.414, -1.628, 1.038)  -0.0284
C (0.518, 1.395, -1.234)  -0.0819
H (1.605, 1.150, -1.449)  0.1057
C (1.043, -0.555, 0.146)  -0.5829
H (1.261, -2.268, 1.300)  0.0938
H (0.021, 1.492, -2.243)  0.1047
N (0.179, 0.414, -0.203)  -0.2354

The net charge is 0. The calculation puts the LUMO energy (spin up / spin down) at -2.3 / -2.2 eV. Its HOMO energy (spin up / spin down) is -9.6836 / -9.6843 eV.

---

<b>
# C3H6INO2S

One molecule with the formula C3H6INO2S (ωB97M-V/def2-TZVPD, OMol25).

Each line ends with the Löwdin charge.
Cartesian coordinates (Å):
C (-0.716, -1.146, 0.505)  -0.5777
I (3.425, 0.314, 0.257)  0.8207
C (-0.733, -0.376, 1.747)  -0.1050
H (-1.644, -0.632, 2.330)  0.0948
H (1.469, -0.847, -2.239)  0.0295
H (0.068, 0.141, -1.989)  0.0932
H (0.294, -0.364, 2.360)  0.1132
H (1.540, 0.964, -2.039)  0.0470
O (-1.427, -1.211, -0.439)  0.1008
O (1.228, -2.458, -0.920)  -0.5106
N (1.422, 0.028, -0.079)  -0.8150
H (-0.899, 0.758, 1.541)  0.1264
C (1.162, 0.002, -1.712)  -0.1654
S (1.121, -1.626, 0.303)  0.7480

The net charge is 0. The calculation puts the LUMO energy at -0.7 eV. Its HOMO energy is -8.9699 eV.

---

It turns out <a> is the most stable, with the second structure 1.564 eV higher.

---

<a>
# C20H33N3O3S

C20H33N3O3S as an isolated structure (ωB97M-V/def2-TZVPD, OMol25).

Each line ends with the Löwdin charge.
Cartesian coordinates (Å):
C (-3.142, 2.908, 1.494)  -0.0379
C (2.078, -2.628, -0.140)  -0.1023
C (0.897, -3.290, -0.413)  0.0447
H (4.374, 1.556, -1.926)  0.2092
H (-1.114, -4.852, 0.962)  0.1695
O (-0.676, 1.950, 0.586)  0.1955
H (-3.139, 0.759, -1.108)  0.0239
H (-2.258, 3.448, 1.489)  0.0809
C (1.125, -0.423, 0.351)  0.0088
C (-1.752, -3.244, 2.439)  -0.0194
S (3.810, -0.540, 0.457)  0.7824
H (-3.516, 2.892, 2.314)  -0.0081
C (5.817, 2.007, 0.295)  -0.1296
O (4.743, -0.991, -0.708)  -0.3772
C (4.418, 2.091, 0.802)  -0.1912
C (-3.648, 1.354, -0.634)  -0.1771
H (-5.118, 3.450, 0.749)  0.0671
C (2.350, 2.407, -1.368)  -0.1758
C (-0.202, -2.390, -0.014)  -0.2971
C (-1.802, -3.795, 0.891)  -0.2356
N (-1.258, -0.346, 0.588)  0.1250
H (-4.608, 3.034, -1.498)  0.1151
C (-0.174, -0.977, 0.269)  -0.2687
H (-2.096, -1.097, 0.533)  0.1863
H (-2.251, -2.414, 2.499)  -0.0264
H (-0.404, -2.927, 2.425)  0.1817
H (-3.385, 0.786, 1.595)  0.1308
H (-2.298, -2.569, -3.303)  0.1027
H (6.376, 2.694, 1.002)  0.0900
H (6.297, 1.143, 0.135)  0.0193
H (-1.359, -4.244, -1.775)  0.1161
H (1.310, 0.744, 0.740)  0.1696
H (-2.527, -1.303, -2.063)  0.0857
C (-4.116, 3.478, 0.482)  -0.1560
C (3.187, 1.503, -1.266)  -0.5610
H (1.874, 2.508, -2.541)  0.1744
H (4.356, 1.717, 2.080)  0.1865
O (4.334, -0.666, 1.785)  -0.2971
H (-2.750, -4.287, 1.006)  0.0848
H (-4.544, 0.944, -0.419)  0.1158
C (-1.850, -2.214, -2.298)  -0.1059
C (-1.815, -3.356, -1.370)  -0.2620
H (3.883, 3.072, 0.746)  0.1096
H (3.106, -3.211, -0.379)  0.1654
H (2.809, 0.501, -1.844)  0.1795
H (-0.739, -1.844, -2.174)  0.1146
C (-3.736, 2.672, -0.867)  -0.2382
H (0.902, -4.299, -0.496)  0.0797
C (-2.922, 1.234, 0.763)  -0.0865
H (-2.824, 3.366, -1.556)  0.2072
H (-3.829, 4.717, 0.288)  0.1739
H (-2.955, -3.617, -1.092)  0.1568
H (5.953, 2.761, -0.645)  0.1229
H (1.252, 2.355, -0.682)  0.1664
H (-1.823, -4.019, 3.087)  0.0119
H (2.633, 3.303, -1.201)  0.0020
N (3.553, 1.081, -0.094)  -0.2989
C (2.161, -1.344, 0.346)  -0.2804
C (-1.532, 1.245, 0.741)  -0.4080
N (-1.434, -2.791, -0.063)  -0.2155

The net charge is 0. The calculation puts the LUMO energy at 0.4 eV. Its HOMO energy is -7.7690 eV.

---

<b>
# C20H33N3O3S

One molecule with the formula C20H33N3O3S (ωB97M-V/def2-TZVPD, OMol25).

Each line ends with the Löwdin charge.
Cartesian coordinates (Å):
H (2.659, -0.444, -2.091)  0.1264
H (-2.294, -4.743, 1.177)  0.1124
C (1.967, 1.591, -2.086)  -0.3451
H (1.952, -3.202, -4.668)  0.0766
H (-3.260, -2.731, 0.361)  0.1237
H (-1.864, -1.020, 3.242)  0.1128
O (2.132, 1.659, -3.483)  -0.0183
N (-1.385, -0.202, 0.931)  0.0442
N (-0.974, 0.966, 0.303)  0.0852
H (0.736, 6.450, 1.976)  0.0745
C (0.655, 2.698, -0.151)  -0.2275
C (-1.090, -4.139, 4.277)  -0.0912
C (-1.722, -2.088, 3.193)  -0.0322
H (0.503, -4.442, -2.254)  0.0810
H (-0.140, 1.980, -2.045)  0.1198
O (0.909, 0.943, 1.500)  0.0593
H (-1.284, 3.619, -0.381)  0.1185
S (-3.208, -0.433, -0.942)  0.6526
C (0.245, 1.458, 0.614)  -0.4755
H (2.190, 5.792, 2.727)  0.0696
H (0.879, 3.416, -2.159)  0.1302
H (1.261, 3.474, 2.456)  0.0955
H (1.837, 5.435, 1.041)  0.0631
H (0.059, 4.753, -0.320)  0.1141
H (-1.308, 4.926, 1.687)  0.1129
H (-0.165, -2.041, -4.022)  0.1412
C (0.456, -2.532, -3.266)  -0.3999
H (-1.404, -5.927, 3.140)  0.1051
C (-0.079, -3.942, -3.026)  -0.0767
H (1.381, 1.195, -3.876)  0.0958
H (0.278, 4.494, 3.495)  0.1072
H (2.552, -3.013, -3.019)  0.0847
C (1.826, 0.125, -1.659)  -0.1586
C (-2.345, -0.964, 0.375)  -0.8476
H (-1.513, 1.175, -0.534)  0.0679
N (-2.618, -2.179, 0.915)  0.0520
H (1.878, 0.030, -0.568)  0.1203
C (-2.092, -2.798, 2.053)  -0.2415
C (0.767, 2.451, -1.660)  -0.0968
H (-0.716, -1.787, -1.631)  0.0861
H (1.641, 2.982, 0.229)  0.1497
H (-0.017, -4.530, -3.938)  0.0766
H (-1.142, 3.203, 2.015)  0.1063
O (0.583, -0.338, -2.150)  -0.1470
H (-0.936, -2.201, 5.169)  0.1072
C (-0.627, 4.075, 1.607)  -0.2059
C (-1.486, -4.851, 3.156)  -0.0821
C (1.390, 5.581, 2.021)  -0.1072
H (-0.654, -0.574, 1.536)  0.1366
C (-1.985, -4.189, 2.051)  -0.0264
H (2.891, 1.997, -1.660)  0.1571
C (-1.219, -2.761, 4.292)  -0.0745
C (0.610, 4.349, 2.464)  -0.2589
C (-0.339, 3.839, 0.122)  -0.1640
C (1.895, -2.584, -3.774)  -0.0700
C (0.324, -1.717, -1.971)  -0.2005
H (-1.119, -3.909, -2.709)  0.0734
H (0.973, -2.131, -1.191)  0.1376
H (-0.696, -4.657, 5.137)  0.1018
H (2.253, -1.590, -4.030)  0.0684

The net charge is 0. The SMILES is CCCC[C@H](C[C@H](O)COCC(C)C)C(=O)NNC(=S)Nc1ccccc1. The calculation puts the LUMO energy at 0.6 eV. Its HOMO energy is -8.5488 eV.

---

It turns out <b> is the most stable, with the second structure 19.800 eV higher.

---

<a>
# C13H14AsN5O7STi

C13H14AsN5O7STi as an isolated structure (ωB97M-V/def2-TZVPD, OMol25).

Each line ends with the Löwdin charge.
Cartesian coordinates (Å):
H (-3.080, -3.395, -2.313)  0.0918
H (2.832, -4.342, -2.081)  0.1422
O (2.631, 2.957, 1.480)  -0.1332
H (-3.705, 2.994, 1.654)  0.1415
H (-2.125, -1.949, -2.694)  0.0758
O (1.495, 0.469, 1.226)  -0.3963
H (-3.432, 4.092, 3.854)  0.1320
C (0.447, -4.352, 0.130)  -0.0402
H (2.886, 1.544, -2.713)  0.1625
N (2.136, -0.259, -1.804)  0.0307
C (-1.625, 2.633, 1.408)  -0.3064
N (1.374, -4.828, -0.686)  0.1475
Ti (0.607, 0.060, -0.390)  1.1616
As (1.183, 2.161, 1.086)  1.0960
C (-0.347, 2.810, 1.966)  -0.2069
C (0.188, -2.988, 0.242)  -0.0394
O (-2.625, -2.115, -0.723)  -0.2014
H (4.340, -0.137, -4.025)  0.1921
S (-1.998, 0.453, -0.112)  1.0250
C (2.072, -3.958, -1.411)  -0.0063
C (-1.299, 3.889, 3.887)  -0.0273
C (-2.955, -2.333, -2.106)  -0.1010
O (-1.807, 2.084, 0.150)  -0.2498
H (0.800, 3.544, 3.640)  0.1205
O (0.910, 1.942, -0.593)  -0.4136
C (-2.560, 3.727, 3.329)  -0.0012
H (2.563, 3.909, 1.654)  0.1029
O (-1.086, 0.334, -1.351)  -0.4490
C (-0.186, 3.430, 3.205)  -0.0574
H (-1.182, 4.372, 4.846)  0.1286
C (-2.724, 3.104, 2.099)  0.0348
N (3.648, -0.358, -3.319)  0.0961
N (0.884, -2.117, -0.488)  0.0441
H (-0.112, -5.066, 0.721)  0.1344
N (3.427, -1.649, -2.983)  0.1938
O (-1.016, -0.125, 0.900)  -0.4649
C (2.509, -1.554, -2.070)  -0.2688
H (-0.569, -2.596, 0.904)  0.1168
H (-3.863, -1.798, -2.385)  0.0927
C (2.885, 0.470, -2.627)  -0.0484
H (-3.352, -2.456, -0.190)  0.1023
C (1.829, -2.602, -1.317)  -0.1540

The net charge is +2. The calculation puts the LUMO energy at -7.9 eV. Its HOMO energy is -15.6488 eV.

---

<b>
# C13H14AsN5O7STi

C13H14AsN5O7STi as an isolated structure (ωB97M-V/def2-TZVPD, OMol25).

Each line ends with the Löwdin charge.
Cartesian coordinates (Å):
C (-1.755, -4.103, 0.109)  -0.0398
O (2.459, -0.392, 0.601)  -0.2577
C (0.616, 0.181, 3.730)  -0.0470
C (-0.093, 2.096, -2.403)  -0.2173
As (1.303, 0.782, -2.265)  1.0596
H (4.300, -1.291, 0.894)  0.1135
H (2.302, -0.115, -4.107)  0.0997
C (-0.936, 2.533, -1.365)  -0.2568
C (3.273, -1.593, 0.710)  -0.0142
C (-2.060, 4.020, -2.880)  0.0015
Ti (0.459, -0.313, 0.443)  1.1989
N (0.338, -0.497, 2.625)  0.0413
C (-0.939, -2.479, 2.064)  -0.1491
H (1.211, 1.076, 3.809)  0.1662
O (1.416, 0.200, -3.872)  -0.1612
H (2.767, 0.183, -0.202)  0.0507
H (-2.534, 3.827, -0.789)  0.1329
C (-0.937, -3.015, -0.179)  -0.0321
N (-0.532, -2.208, 0.806)  0.0265
H (0.384, 2.315, -4.480)  0.1177
O (2.738, 0.984, -1.522)  -0.3583
C (-1.235, 3.598, -3.905)  0.0001
H (0.015, -0.175, 5.725)  0.1916
N (0.013, -0.429, 4.745)  0.0923
H (-2.821, 4.768, -3.055)  0.1343
O (0.533, -0.531, -1.337)  -0.4248
H (-1.339, 4.008, -4.900)  0.1333
C (-0.252, 2.639, -3.668)  -0.0448
N (-0.656, -1.522, 4.343)  0.1893
N (-2.180, -4.351, 1.339)  0.1507
O (-1.419, 2.896, 1.185)  -0.1650
H (3.211, -2.175, -0.209)  0.1059
H (2.906, -2.172, 1.554)  0.0960
O (-1.371, 0.548, 0.401)  -0.3355
C (-1.908, 3.489, -1.604)  -0.0104
H (-2.081, -4.772, -0.678)  0.1354
H (-0.618, -2.783, -1.185)  0.1248
C (-1.784, -3.546, 2.317)  -0.0013
O (0.633, 1.636, 0.528)  -0.3604
C (-0.446, -1.535, 3.058)  -0.2802
S (-0.843, 1.965, 0.298)  0.6497
H (-2.138, -3.748, 3.321)  0.1439

The net charge is +2. The calculation puts the LUMO energy at -8.6 eV. Its HOMO energy is -16.3313 eV.

---

It turns out <b> is the most stable, with the second structure 0.578 eV higher.

---

<a>
# C8H10O

A 2-piece molecular cluster, C8H10O overall (ωB97M-V/def2-TZVPD, OMol25).

Each line ends with the Löwdin charge.
Cartesian coordinates (Å):
O (-0.107, -2.658, 1.252)  0.0335
C (-0.110, 2.354, 0.742)  -0.0956
C (1.659, -1.574, -1.358)  0.0129
H (-2.251, 2.954, 0.184)  0.1122
C (-1.403, 2.256, 0.254)  -0.1141
H (-1.364, -0.726, -1.157)  0.1298
H (-0.885, -3.042, 1.586)  0.0271
H (2.297, -0.844, 0.456)  0.1038
H (0.175, 3.433, 0.790)  0.1225
C (0.392, 0.068, -0.069)  -0.2271
H (-2.915, 0.973, -0.518)  0.1234
C (-1.823, 1.063, -0.266)  -0.1147
C (1.529, -0.855, -0.279)  -0.1773
H (2.579, -2.250, -1.467)  0.0901
H (1.672, 1.258, 1.187)  0.1079
C (0.721, 1.269, 0.669)  -0.0297
C (-0.904, 0.072, -0.524)  -0.0793
H (-0.185, -2.006, 0.679)  -0.1013
H (0.921, -1.746, -2.162)  0.0758

The net charge is 0. The SMILES is C=Cc1ccccc1.O. The calculation puts the LUMO energy at 0.8 eV. Its HOMO energy is -8.8558 eV.

---

<b>
# C8H10O

One molecule with the formula C8H10O (ωB97M-V/def2-TZVPD, OMol25).

Each line ends with the Löwdin charge.
Cartesian coordinates (Å):
C (1.777, -0.634, -0.019)  -0.3497
H (-0.158, 2.477, -0.053)  0.0496
H (1.728, -2.631, 0.291)  0.2295
H (-2.234, -1.126, -1.202)  0.0475
H (-3.397, -0.848, -0.582)  -0.0195
H (2.501, 2.384, -0.372)  0.1377
C (0.348, 1.676, 0.014)  -0.0626
C (-1.813, 0.283, 0.303)  -0.2108
C (0.427, -0.713, 0.143)  0.0373
H (-2.061, 1.220, -0.178)  0.0905
H (-0.059, -1.607, 0.265)  0.0669
H (3.511, 0.528, -0.231)  0.1183
H (-2.159, -1.716, 0.371)  0.1072
H (-2.176, 0.729, 1.483)  0.2031
O (2.542, -1.817, 0.058)  -0.0470
C (-2.540, -0.901, -0.290)  -0.0538
C (1.685, 1.645, -0.090)  -0.0799
C (2.461, 0.522, -0.037)  -0.0544
C (-0.384, 0.530, 0.129)  -0.2098

The net charge is 0. The SMILES is CCc1cccc(O)c1. The calculation puts the LUMO energy at 0.7 eV. Its HOMO energy is -8.7451 eV.

---

It turns out <a> is the most stable, with the second structure 2.656 eV higher.